[1]
DFT (ωB97M-V/def2-TZVPD) results for an isolated molecule of C4H9N3.

ORCA input file:
```
! RIJCOSX wB97M-V def2-TZVPD def2/J DEFGRID3
* xyz 0 1
N -1.300 0.554 -1.451
N 0.355 0.640 1.666
N -0.196 0.398 -0.590
C 2.092 -0.365 -0.709
C 1.014 0.201 -1.228
C -1.305 -0.975 1.057
C -0.425 -0.035 0.738
H -1.852 -1.531 0.316
H 3.000 -0.419 -1.262
H 0.025 0.640 2.616
H 1.010 0.616 -2.213
H -1.524 -1.205 2.089
H 2.100 -0.797 0.275
H 0.762 1.505 1.345
H -1.726 -0.355 -1.678
H -2.029 1.129 -0.973
*
```

As for the LUMO energy: 1.013 eV. For the frontier orbital gap, the calculation gives 8.9 eV. The HOMO energy is -7.9159 eV. The electronic energy comes out at -8762.1923 eV. As for the energy above the lowest of the compared OMol25 structures with the same formula, charge and spin: 2.333 eV.

Just the Löwdin charges please, in e? Sure, here they are:
1. N 0.050
2. N 0.109
3. N -0.195
4. C -0.002
5. C -0.195
6. C 0.037
7. C -0.456
8. H 0.043
9. H 0.034
10. H 0.092
11. H 0.100
12. H 0.051
13. H 0.043
14. H 0.098
15. H 0.081
16. H 0.109

***

[2]
DFT (ωB97M-V/def2-TZVPD) results for a cluster of 2 separate species, C4H9N3 in total.

ORCA input file:
```
! RIJCOSX wB97M-V def2-TZVPD def2/J DEFGRID3
* xyz 0 1
N 2.277 -0.217 1.339
N 3.402 -1.080 1.371
N 0.319 -1.370 0.389
C -2.066 1.022 -0.600
C -2.280 -0.315 -1.235
C 1.059 -0.650 0.914
C -0.949 1.766 -0.575
H -1.346 -0.868 -1.224
H -1.011 2.841 -0.505
H 0.029 1.320 -0.651
H -2.996 1.588 -0.635
H -3.054 -0.855 -0.687
H 2.264 0.326 2.197
H 3.188 -2.004 1.744
H 3.770 -1.208 0.432
H -2.606 -0.296 -2.275
*
```

As for the LUMO energy: 0.730 eV. For the frontier orbital gap, the calculation gives 10.0 eV. The HOMO energy is -9.2475 eV. The electronic energy comes out at -8761.2627 eV. As for the energy above the lowest of the compared OMol25 structures with the same formula, charge and spin: 3.262 eV.

Just the Löwdin charges please, in e? Sure, here they are:
1. N -0.102
2. N 0.012
3. N 0.164
4. C -0.239
5. C -0.137
6. C -0.286
7. C -0.022
8. H 0.025
9. H 0.043
10. H 0.026
11. H 0.082
12. H 0.067
13. H 0.124
14. H 0.085
15. H 0.084
16. H 0.074

***

[3]
DFT (ωB97M-V/def2-TZVPD) results for an isolated molecule of C4H9N3.

ORCA input file:
```
! RIJCOSX wB97M-V def2-TZVPD def2/J DEFGRID3
* xyz 0 1
N 1.224 0.085 1.960
N -1.791 1.056 -1.673
N -0.008 -1.786 -0.336
C 0.627 0.541 -1.181
C 0.079 0.121 1.247
C -0.786 0.856 -0.850
C -0.016 -0.377 -0.122
H 1.441 1.194 -0.879
H -0.823 0.180 1.844
H 0.751 0.068 -2.152
H -0.661 1.453 0.232
H 2.097 -0.094 1.488
H 1.228 0.145 2.966
H -2.671 0.826 -1.206
H 0.176 -2.037 -1.297
H -0.869 -2.230 -0.040
*
```

As for the LUMO energy (spin up / spin down): 0.567 / -0.150 eV. For the frontier orbital gap (spin up / spin down), the calculation gives 7.8 / 6.4 eV. The HOMO energy (spin up / spin down) is -7.1997 / -6.5148 eV. The electronic energy comes out at -8759.3560 eV. As for the energy above the lowest of the compared OMol25 structures with the same formula, charge and spin: 5.169 eV.

Just the Löwdin charges please, in e? Sure, here they are:
1. N 0.121
2. N 0.053
3. N 0.089
4. C -0.057
5. C -0.158
6. C -0.469
7. C -0.456
8. H 0.096
9. H 0.122
10. H 0.107
11. H 0.165
12. H 0.111
13. H 0.103
14. H 0.019
15. H 0.076
16. H 0.079

***

no.,F_max (eV/A)
1,1.32
2,2.81
3,1.44